This record from the Open Molecules 2025 dataset describes 6 unconnected molecules or ions with the total composition C33H93FN15O8P5. The level of theory is ωB97M-V/def2-TZVPD.

Last column: Mulliken charge in e.
Atoms and positions in Å:
H: 2.0225 -18.1214 1.2548  0.38
H: 0.9046 -18.1321 -2.8719  0.42
H: -0.8024 -12.4236 -1.4872  0.23
H: 0.6542 -16.3326 -1.4800  0.21
H: 5.2634 -7.9972 1.0378  0.41
C: 12.3677 -13.9801 4.2544  -1.30
H: 4.2436 -10.8977 6.8310  0.38
C: 2.4203 -9.5547 -0.4445  -1.35
C: 1.2697 -16.5660 -0.6112  -0.60
H: -0.9279 -21.1915 -1.8972  0.40
C: 6.1738 -8.5680 0.8546  -1.09
H: 5.8444 -13.2748 0.6191  -0.03
F: 3.5275 -15.1510 5.6186  -0.33
P: -2.2205 -12.6340 1.2957  0.21
C: -3.1321 -10.1286 1.0147  -0.92
H: 7.1858 -10.1462 5.4417  0.34
H: 11.1925 -18.3014 2.6078  0.39
O: 8.8383 -11.3756 7.7831  -0.88
C: 4.8372 -11.5771 7.4426  -0.73
H: -2.8868 -9.0949 0.7711  0.33
N: -1.8674 -17.6596 -1.4409  0.46
H: 8.1882 -8.5168 8.1850  0.27
H: 5.5546 -8.7328 -1.7450  0.39
H: -2.8734 -16.1273 -0.3509  0.14
H: 5.1701 -9.1276 9.3694  0.34
H: 6.6757 -13.8527 7.7496  0.07
O: 4.7298 -15.9226 3.9918  -0.38
H: 11.0819 -11.9519 1.9645  0.23
C: 3.8209 -13.9000 3.6379  0.15
H: 0.3268 -11.5330 0.7147  0.42
C: 11.8677 -12.2596 2.6543  -1.01
O: -3.1585 -13.4281 2.1876  -0.89
H: 1.7623 -10.1379 -1.0887  0.41
H: 6.9731 -13.3376 11.2506  0.39
C: 5.8560 -9.5942 10.0764  -0.99
H: 8.6328 -12.8093 10.7154  0.31
H: 11.9238 -14.9308 4.5498  0.47
H: 1.4990 -12.5763 1.4870  0.74
H: 4.0521 -7.7697 -1.8468  0.27
H: 7.8001 -14.5288 9.0656  0.38
H: 1.4104 -15.6248 -0.0798  0.03
C: 4.0237 -15.9745 2.8301  0.38
H: 6.1869 -14.4414 9.4020  0.31
O: 3.8630 -16.9335 2.0630  -0.57
H: 4.8095 -12.5937 7.0505  0.14
H: 2.9714 -13.2784 3.9209  0.30
H: -1.2228 -16.7479 -3.2692  0.30
H: 8.6621 -16.1181 4.4868  0.28
H: 9.0342 -9.0832 9.5171  0.31
H: 6.4849 -8.2550 -0.1420  0.32
H: -1.3428 -18.4964 -3.3193  0.26
N: 11.5356 -13.6237 3.0767  0.42
H: 12.8781 -12.2780 2.2457  0.31
P: 10.7326 -14.7005 2.0445  0.36
H: 4.3294 -11.9547 -2.7021  0.27
N: 0.1559 -19.5026 -1.4069  0.40
C: -0.0181 -20.8790 -1.3846  -1.36
H: 7.3677 -15.3398 2.3197  0.28
C: 7.5706 -12.5688 10.7606  -1.15
H: 13.0987 -17.4582 2.1407  0.41
C: 12.8828 -16.3900 2.1194  -1.02
H: 12.2757 -13.2762 5.0815  0.32
H: 7.8955 -10.6215 1.4545  0.48
O: 3.4217 -14.8162 2.6870  0.18
N: 9.2600 -14.7796 2.9497  0.50
H: -4.0124 -10.2162 1.6514  0.35
C: 0.5759 -12.5765 0.9074  -1.67
N: 7.1515 -9.9237 9.3245  0.28
C: 5.0030 -13.2736 -0.0738  -0.40
O: 3.7135 -11.1209 1.5350  -0.95
N: 6.0221 -10.0891 0.8498  0.16
H: 0.6979 -13.8982 2.9366  0.38
C: 4.4654 -8.7731 -1.7446  -1.16
H: 7.5054 -11.6370 11.3225  0.33
C: 1.0279 -19.1716 -2.5678  -1.27
H: -0.6765 -9.6808 2.6062  0.33
C: 6.9351 -13.9184 8.8063  -0.79
H: 7.0390 -8.1623 1.3789  0.39
C: -1.4276 -10.4419 2.8177  -1.02
H: 13.3342 -16.0250 1.1969  0.31
H: 6.9228 -10.2412 2.7433  0.47
H: 5.3983 -10.5157 10.4361  0.34
C: 6.8096 -11.1330 5.7115  -0.96
C: -0.2290 -14.2265 2.4664  -0.93
C: -3.0437 -17.0500 -0.9057  -1.09
N: 0.3917 -17.3773 0.2110  0.62
H: 1.9135 -9.7817 0.4934  0.25
H: -0.7026 -11.0963 3.3016  0.25
H: 4.1551 -9.2121 -2.6928  0.37
N: 3.8972 -9.5365 -0.5732  0.46
H: -2.7580 -17.6610 -3.5049  0.41
H: -1.1725 -14.1917 -1.1285  0.36
C: -1.5495 -13.2156 -1.4337  -1.00
P: 4.5721 -10.7277 0.4134  0.36
H: 0.7960 -19.9352 -3.3102  0.59
N: -0.5861 -13.1387 1.5408  0.78
H: 5.8141 -12.8126 -2.5009  0.38
O: -1.5411 -19.2348 0.6005  -0.89
H: -3.5278 -17.7443 -0.2188  0.35
H: 13.4150 -16.0129 2.9927  0.27
H: 4.4755 -11.5079 8.4685  0.24
H: -0.9736 -14.2269 3.2624  0.33
H: 2.1694 -17.0501 -0.9910  0.13
H: 9.6948 -17.2306 2.6888  0.18
H: -0.2704 -15.1258 1.8519  0.01
H: 7.7016 -7.9896 9.9036  0.34
H: 8.3105 -14.3498 4.6938  0.15
H: 9.8799 -14.9381 5.0398  0.23
C: 8.0268 -8.7822 9.2297  -0.98
H: 10.5465 -17.6653 1.1353  0.31
C: 10.6433 -17.4527 2.2000  -0.90
N: 5.0081 -11.9577 -0.7392  0.28
H: 5.2320 -14.2902 5.2543  -0.04
H: 6.5026 -11.8033 1.9196  -0.15
C: -3.8930 -13.1990 -0.7991  -1.17
H: -3.9773 -13.4002 -1.8670  0.45
H: 13.3702 -14.0920 3.8413  0.36
H: 7.5718 -13.5981 2.7918  -0.08
O: 10.6453 -14.3202 0.6535  -0.88
H: 4.5884 -13.4181 3.0322  -0.41
H: -4.3445 -14.0294 -0.2563  0.31
H: 4.0356 -13.3281 0.4254  -0.13
H: -3.4294 -10.6066 0.0812  0.23
P: 7.4966 -11.2281 8.3607  0.26
C: 8.0054 -14.4567 2.2790  -0.71
H: -3.7120 -16.7859 -1.7253  0.45
H: 12.0364 -11.7160 3.5839  0.34
H: 1.1320 -16.7753 1.9714  -0.08
N: 7.0670 -12.5814 9.3659  0.32
H: 5.7680 -10.9515 -2.3533  0.26
C: 6.8750 -10.7858 1.8004  -0.93
P: -0.8128 -18.4977 -0.4536  0.12
N: 11.4606 -16.2169 2.4096  0.17
H: 6.0561 -11.5087 5.0193  0.24
N: -2.0484 -10.9555 1.5592  0.44
C: 4.4106 -14.7659 4.7185  0.95
H: 0.7265 -21.3970 -1.9890  0.55
N: -2.5396 -12.8655 -0.4318  0.22
N: 6.2812 -11.1358 7.1185  0.21
C: 5.2862 -11.9140 -2.1816  -0.89
H: 2.0715 -8.5339 -0.6010  0.49
H: 5.0399 -14.0466 -0.8414  0.59
H: 6.0700 -8.7898 10.7802  0.36
H: 0.5284 -18.4488 2.0639  0.38
C: 9.0334 -15.0997 4.3724  -0.84
H: 7.5617 -11.9194 5.6486  0.33
C: 1.0263 -17.7152 1.4298  -0.86
C: -1.8264 -17.5950 -2.9430  -0.97
H: -2.2010 -10.2645 3.5650  0.36
H: 0.0252 -21.3419 -0.3988  0.26
H: 0.6725 -12.9726 -0.1035  0.01
H: -4.5535 -12.3376 -0.6994  0.34
H: -2.0589 -13.3909 -2.3812  0.39
H: 2.0465 -19.1453 -2.1807  0.21
H: 8.1391 -14.1891 1.2309  0.44

Properties
LUMO energy in eV: 0.4
Kohn-Sham gap in eV: 8.317
Calculated total energy in eV: -123623.246
Multiplicity: 1
Energy above the lowest of the compared OMol25 structures with the same formula, charge and spin in kcal/mol: 166.5
SMILES: CN(C)P(=O)(N(C)C)N(C)C.CN(C)P(=O)(N(C)C)N(C)C.CN(C)P(=O)(N(C)C)N(C)C.CN(C)P(=O)(N(C)C)N(C)C.CN(C)P(=O)(N(C)C)N(C)C.O=C1OC[C@@H](F)O1

***

This record from the Open Molecules 2025 dataset describes 13 unconnected molecules or ions with the total composition C33H98N16O13. The level of theory is ωB97M-V/def2-TZVPD.

Last column: Mulliken charge in e.
Atoms and positions in Å:
C: 0.0031 -1.3632 -5.7148  -0.53
H: -1.8619 5.2990 4.0570  0.32
H: 0.6556 -3.8631 -1.1446  -0.06
H: 4.2264 -1.5746 -3.0212  0.26
N: -3.8375 4.5229 -0.8779  -0.39
C: 6.1628 -0.2560 3.7203  -0.93
H: -1.4225 -5.8790 3.0550  0.10
C: 3.8652 -0.8634 -3.7877  0.43
H: 0.0384 4.7971 -2.1140  0.30
C: 5.4667 0.5459 -2.4544  -1.53
H: 1.4987 -0.3852 -0.6114  0.06
O: -1.3541 5.6282 -0.6870  -0.21
H: -2.1626 7.2545 -1.7651  0.36
H: 3.8367 1.6552 2.8652  0.19
C: -3.1783 -2.2620 7.7840  -0.79
H: 2.6453 -5.5034 -1.3446  -0.02
N: 2.3237 -1.3894 2.5261  -0.39
H: -1.8105 0.3275 -5.5317  0.18
C: 4.2413 0.5485 -3.3637  0.19
O: -2.8629 -4.3928 -2.8996  -0.73
C: -1.9203 0.0277 -0.2811  -0.93
H: 3.8530 -2.1054 3.7242  0.21
H: -2.1101 0.3623 -1.2588  0.12
H: 3.6054 2.5481 -0.5389  0.20
H: 7.1370 -0.1288 3.2628  0.34
O: -2.2710 -0.3984 -5.9932  -0.55
N: 3.1486 2.4333 2.6522  -0.24
O: -3.5669 4.6777 4.9788  -0.33
H: 3.1916 -4.1036 2.4633  0.33
N: -4.1779 0.5089 -3.3398  -0.28
C: -3.6302 5.8374 5.7961  -0.75
N: -3.3296 -1.6395 -3.3442  -0.09
N: 3.0768 1.3378 -2.7407  -0.43
C: -2.8866 4.8998 3.8089  -0.85
O: -2.3203 -2.4281 6.6867  -0.32
H: -2.2734 -0.9622 -0.1692  0.10
C: -1.8225 -2.0040 4.3824  0.31
C: -2.1330 2.4747 3.9626  -0.77
O: -4.4098 -0.9265 -1.4801  -0.73
H: 2.8256 3.0689 3.3780  0.21
C: -1.1609 -1.0530 -6.6427  -0.58
H: -4.2578 5.5357 6.6018  0.27
H: -3.1448 -1.2203 8.0673  0.31
H: -3.2786 -3.2927 3.8641  0.26
O: 4.4166 -3.7801 -2.6333  -0.36
N: -2.4821 3.2277 -4.8734  -0.30
O: 4.3349 -1.1170 -5.0917  -0.50
H: -1.5233 -1.9516 -7.1188  0.38
C: 3.6164 -5.8846 -1.5096  -0.62
C: -2.2899 6.1540 -1.6642  -0.83
C: -3.7836 6.7392 0.2539  -1.09
H: 4.8051 -3.1346 -5.2675  0.21
H: 5.4583 -5.5281 -2.5450  0.31
H: -2.6830 6.1575 6.1856  0.31
H: -3.7487 7.8363 -0.0185  0.37
H: -3.4355 -2.6694 -3.3293  0.29
H: 4.0196 -5.5071 -3.6164  0.32
O: 5.0643 0.1163 2.8533  -0.42
H: 1.8660 -2.6241 -1.5783  0.34
H: -0.2447 -0.1720 1.0012  -1.07
C: 2.8297 2.8426 1.3680  0.51
H: -3.1672 -1.2884 -4.3071  0.06
H: -4.4201 6.2626 -1.7861  0.55
C: -0.0514 5.4586 -1.2379  -0.63
H: -0.6425 2.2222 0.3204  -0.29
C: -0.4155 0.2529 -0.0099  1.50
H: 0.4155 4.9961 -0.3955  0.11
C: 0.0333 -5.2812 1.6129  0.17
H: -1.2436 2.8317 4.4744  0.41
C: 3.8307 -3.3867 1.9567  -1.10
H: -2.1611 -3.8215 4.8961  0.33
H: -2.8315 -2.9457 8.5373  0.25
H: -3.6659 3.3421 2.6547  0.13
H: -4.1157 6.6469 5.1906  0.29
C: -3.9679 -0.6888 -2.6171  0.56
O: 0.2439 -1.9873 -0.4589  1.84
H: 4.1453 -5.6693 -0.5701  0.14
H: 0.8384 -0.6341 -5.6061  0.25
H: 6.1611 -1.2632 4.0911  0.34
H: 0.4625 -2.3402 -5.9504  0.39
N: 3.5915 2.2468 0.4162  -0.14
H: 6.2250 -0.0658 -2.9112  0.48
H: 2.3618 -0.3717 2.5689  0.26
H: -4.8368 1.1478 -2.9197  0.24
C: -1.4805 2.5532 -4.1103  0.51
H: 4.0120 -2.3459 -6.6158  0.36
H: -3.1538 4.2542 -0.1318  -0.13
N: -3.1208 -3.6554 -0.7271  -0.45
H: 0.2906 -0.5050 -1.9082  -0.29
H: -0.4374 -1.4904 -4.7297  0.03
H: 1.8417 -1.6483 1.6200  -0.15
H: 4.4213 1.8163 0.7444  0.14
H: -3.7012 -1.5998 5.4022  0.36
N: -0.6676 -6.1466 2.4331  -0.33
H: 0.8928 1.9610 0.0165  -0.69
H: -2.9680 6.5017 0.9192  0.18
H: -2.5632 -3.5259 0.1358  0.15
N: -1.5221 2.7565 -2.7723  0.51
H: -1.2904 -0.2070 3.5141  0.10
H: 3.4229 -3.1390 0.9369  0.13
C: 4.0474 -2.3861 -5.5656  -0.50
H: 2.4162 1.4515 -3.5198  0.35
N: -0.2919 -3.9520 1.8961  0.25
C: -2.6015 -1.5191 5.6218  -1.04
H: 3.0967 -2.7455 -5.1404  0.08
H: -0.4620 -7.1466 2.4381  0.24
H: -1.8580 4.7491 1.5034  -0.13
H: 2.7716 -0.9933 -3.8801  0.06
N: -0.0388 1.6443 -0.2997  1.16
H: 5.2291 0.0804 -1.4917  0.07
H: -0.8567 3.5066 2.0246  0.08
H: 3.5306 -3.4916 -2.9380  -0.07
H: -2.3530 -0.5180 5.8955  0.52
H: -1.3466 -5.3080 -0.2632  0.06
C: -2.5128 -4.3991 -1.7299  0.64
C: 3.6930 -1.9655 2.6281  0.45
H: 0.0818 -3.2656 1.3110  -0.21
H: -2.9203 -0.6967 3.0078  0.47
H: -4.1975 -2.5726 7.5802  0.32
H: -3.1941 3.8254 -4.4892  0.14
H: -0.7371 -2.0056 4.7400  0.09
C: 0.8139 -2.8550 -1.4516  -0.67
O: 0.8211 -5.6477 0.7532  -0.54
H: -2.2178 3.3263 -2.3527  -0.09
H: 4.4481 1.0381 -4.3324  0.38
H: -1.0440 -5.8940 -1.7782  0.23
N: -1.6528 -5.3992 -1.2171  -0.36
C: -1.8758 -1.0769 3.2194  -0.12
H: 5.7021 -1.6638 1.8218  0.47
H: -0.8419 -0.4098 -7.4783  0.28
C: -3.7172 5.9576 -1.0493  0.06
C: -2.6930 3.6214 3.0630  0.67
H: -0.8136 2.3033 -2.2147  -0.31
N: -2.2718 -3.3486 3.9957  -0.48
H: 4.8840 -3.6836 1.9163  0.48
H: -0.9105 -3.6203 2.6507  0.37
H: -2.1573 5.6070 -2.5741  0.43
C: 4.4055 -5.2071 -2.6441  -0.36
H: -2.5225 0.7182 0.3679  0.34
O: -0.6063 1.8981 -4.6894  -0.71
H: 0.2607 -2.8443 -2.4165  0.12
C: 4.7591 -1.1019 2.0762  -0.70
H: 3.4622 -6.9232 -1.6727  0.45
O: 1.9415 3.6527 1.0519  -0.69
H: 2.6254 0.6599 -2.1412  -0.11
H: 5.8122 1.5330 -2.2371  0.42
H: 6.2745 0.3726 4.6314  0.31
H: -2.6364 2.8860 -5.7976  0.24
H: -4.7332 4.3299 -0.4239  0.33
H: -1.8334 1.6290 3.3386  -0.37
H: 0.4328 6.4088 -1.3381  0.31
C: 0.4563 -0.6555 -0.7945  -1.28
H: -4.7710 6.5264 0.7387  0.34
H: -3.4065 5.6691 3.2116  0.25
H: 4.3899 -0.6950 1.1330  0.01
H: -1.2814 -1.3434 2.3036  -0.80
H: -2.9168 2.2312 4.7087  0.43
H: -4.2891 0.3883 -4.3165  0.20
N: -1.8393 3.8035 1.8823  0.07
H: -3.5570 -2.7283 -0.8958  0.28

Properties
LUMO energy in eV: 0.6
Kohn-Sham gap in eV: 9.721
Calculated total energy in eV: -86270.883
Multiplicity: 1
Energy above the lowest of the compared OMol25 structures with the same formula, charge and spin in kcal/mol: 0.0